Record 1
17
Properties=species:S:1:pos:R:3 method="wB97M-V/def2-TZVPD" total_energy_ev=-9898.030 gap_ev=8.40
H 1.4825 -2.2030 0.4686
H 1.1881 0.2897 -2.3859
H -2.3198 0.7795 0.1457
C -1.3040 0.3747 -0.1460
C -0.7987 -1.0090 0.0887
H 0.1204 1.7909 0.4753
H -0.8500 -1.7645 -0.6655
H 0.8002 -0.5316 2.1991
C 0.5421 -0.1234 -0.2391
C -0.1388 0.8296 0.6733
C -0.7762 0.7673 -1.5316
H -1.2670 1.1389 -2.3005
C 0.4359 0.2500 -1.6402
O 1.7481 -0.8341 0.0975
N 0.0207 0.1524 1.9886
H -0.0355 0.6496 2.8846
H -1.0101 -1.0784 1.2478

Record 2
56
Properties=species:S:1:pos:R:3 method="wB97M-V/def2-TZVPD" multiplicity=6 total_energy_ev=-68305.007 gap_ev="6.37 / 6.39"
H -1.0756 3.8972 -3.3886
C -0.0548 5.1248 2.1456
C 1.0591 -4.5923 -1.2280
C 0.9785 -1.9135 2.8852
H -0.6417 2.6358 4.3471
O 0.8144 -1.7650 -1.2533
H -0.2032 1.2883 2.3387
C 0.4061 1.0045 -2.6100
C -0.4173 3.1301 3.4089
H -1.5670 -2.7706 2.9880
N 0.2401 2.1642 -0.0850
C -1.1810 3.6076 -2.3407
O 2.2918 -2.4941 0.9689
C 0.0859 2.9705 1.0258
C -0.3659 4.5165 3.3539
H 1.3305 0.4680 -2.3758
C 0.1721 4.3736 1.0055
C -2.5003 -1.0105 2.1788
O -2.2444 -0.0926 1.4416
O -0.3459 -8.6434 0.6459
H -2.0587 2.9631 -2.2551
H 0.0110 6.2049 2.0908
H 1.9781 4.6242 -1.8018
C 1.8912 -1.5862 1.6730
C -0.0780 -2.4357 -0.6843
O 1.1799 -8.6719 -0.8736
C 1.9209 3.6217 -2.2313
Sm 0.2821 -0.1335 0.2378
H 0.4145 4.8674 0.0704
H 0.3825 1.1238 -3.6935
C -1.4442 -1.6858 3.0329
Si 0.3548 2.6977 -1.7140
C -0.8038 -5.9925 0.3102
H -0.4693 0.3921 -2.3458
O 2.0026 -0.3248 1.4513
O -3.7060 -1.5300 2.3370
C 0.0233 -3.9230 -0.5903
C 1.1647 -5.9649 -1.1046
N 0.3659 -8.0982 -0.1770
H -4.3390 -1.0774 1.7632
H -1.5064 -6.5640 0.8977
H -1.7201 -4.0761 0.6312
H 1.9666 3.7244 -3.3178
H 1.3493 -1.4721 3.8127
H -1.5377 -1.3547 4.0719
H -0.5578 5.1074 4.2394
H 0.8527 -2.9915 2.9824
H 1.9555 -6.5241 -1.5826
O -0.2311 -1.2693 2.4710
H 2.8093 3.0752 -1.9069
C -0.9103 -4.6227 0.1686
O -1.0692 -1.8555 -0.1376
C -0.1807 2.3760 2.2754
C 0.2390 -6.6456 -0.3301
H -1.3818 4.5120 -1.7621
H 1.7807 -4.0262 -1.7999